1.
{
  "formula": "C2H4N2O2S",
  "method": "ωB97M-V/def2-TZVPD",
  "elements": ["C", "C", "N", "N", "O", "O", "S", "H", "H", "H", "H"],
  "coordinates": [[1.15, 0.39, 0.14], [-0.31, 0.48, -0.12], [1.83, 1.47, 0.04], [1.75, -0.77, 0.38], [4.35, -0.71, -0.82], [3.18, 1.22, 0.06], [3.78, -0.28, 0.40], [-0.97, 0.22, 0.77], [-0.78, -0.17, -0.90], [-0.69, 1.46, -0.44], [1.28, -1.70, 0.54]],
  "total_charge": 0,
  "de_lowest_kcal_mol": 81.0,
  "lumo_ev": -0.345
}

2.
{
  "formula": "C6H11P",
  "method": "ωB97M-V/def2-TZVPD",
  "elements": ["C", "C", "C", "C", "C", "C", "P", "H", "H", "H", "H", "H", "H", "H", "H", "H", "H", "H"],
  "coordinates": [[1.12, 2.42, 0.27], [0.11, 1.76, -0.30], [1.64, -0.61, -0.67], [-1.48, -1.66, 0.52], [-1.43, -0.22, -0.03], [-0.16, 0.42, 0.23], [2.90, -0.67, 0.33], [1.39, 3.44, -0.09], [1.63, 1.98, 1.01], [-0.43, 2.06, -1.09], [1.58, -0.33, -1.68], [-1.36, -1.76, 1.64], [-2.25, -2.28, 0.13], [-0.53, -2.33, 0.09], [-1.72, -0.24, -1.15], [-2.31, 0.19, 0.49], [0.31, 0.40, 1.12], [3.96, -0.56, -0.72]],
  "total_charge": 0,
  "de_lowest_kcal_mol": 104.1,
  "lumo_ev": [-0.119, -0.118]
}

3.
{
  "formula": "C5H5N",
  "method": "ωB97M-V/def2-TZVPD",
  "elements": ["C", "C", "C", "C", "C", "N", "H", "H", "H", "H", "H"],
  "coordinates": [[-0.60, 1.00, 0.35], [0.54, 0.25, 0.04], [-1.99, -0.76, -0.26], [2.03, 0.33, -0.14], [1.21, -0.93, 0.10], [-1.90, 0.55, -0.15], [-3.10, -1.03, -0.44], [2.44, 0.45, -1.11], [2.53, 0.65, 0.75], [1.49, -1.70, 0.67], [-2.65, 1.20, 0.20]],
  "total_charge": 0,
  "de_lowest_kcal_mol": 198.4,
  "lumo_ev": -0.881
}

4.
{
  "formula": "C5H38NO12",
  "method": "ωB97M-V/def2-TZVPD",
  "elements": ["C", "C", "C", "C", "C", "N", "H", "H", "H", "H", "H", "H", "H", "H", "H", "H", "H", "H", "H", "H", "H", "H", "O", "H", "H", "O", "H", "H", "O", "H", "H", "O", "H", "H", "O", "H", "H", "O", "H", "H", "O", "H", "H", "O", "H", "H", "O", "H", "H", "O", "H", "H", "O", "H", "H", "O"],
  "coordinates": [[0.09, -0.98, 0.11], [0.96, -1.86, -0.93], [0.28, -3.13, -1.30], [2.45, -1.82, -0.42], [3.27, -0.76, -0.91], [-0.88, -0.18, -0.64], [-0.43, -1.74, 0.89], [0.89, -0.31, 0.76], [1.01, -1.29, -1.87], [0.63, -3.86, -2.00], [-0.79, -3.10, -1.52], [0.21, -3.68, -0.25], [2.94, -2.82, -0.49], [2.43, -1.87, 0.71], [4.20, -0.60, -0.35], [2.81, 0.19, -1.05], [3.65, -1.15, -1.92], [-0.57, 0.49, -1.36], [-1.41, 0.35, 0.00], [-1.68, -0.66, -1.04], [-3.72, -0.79, -0.25], [-3.31, 0.47, 0.84], [-3.40, -0.55, 0.55], [-2.43, 3.57, -1.30], [-2.33, 5.01, -1.82], [-1.93, 4.44, -1.15], [-2.32, 1.25, -3.57], [-1.03, 2.13, -3.73], [-1.77, 1.94, -3.14], [-3.26, -1.78, -3.45], [-4.04, -2.50, -2.37], [-3.35, -1.89, -2.48], [-2.59, -2.44, 0.78], [-3.32, -3.22, 1.89], [-2.59, -3.22, 1.26], [-0.74, 2.89, -0.47], [0.41, 2.22, 0.53], [-0.06, 2.08, -0.28], [4.14, 4.29, 0.09], [3.63, 3.19, 0.74], [4.49, 3.50, 0.30], [2.49, 0.78, -5.08], [2.20, 0.42, -3.36], [2.45, 0.17, -4.29], [1.16, 2.69, 3.26], [0.96, 1.28, 2.59], [1.34, 2.08, 2.49], [0.08, 0.33, 4.52], [-0.58, -1.05, 4.13], [-0.52, -0.01, 3.83], [2.70, -0.41, 5.43], [1.90, -1.02, 4.36], [1.91, -0.24, 4.87], [-2.64, 1.68, 2.79], [-1.80, 0.42, 2.90], [-2.20, 1.05, 2.18]],
  "total_charge": 1,
  "de_lowest_kcal_mol": 86.2,
  "lumo_ev": -2.718
}